# 1
{
  "formula": "C5H7NO2",
  "method": "ωB97M-V/def2-TZVPD",
  "orbital_gap_ev": [6.382, 6.139],
  "e_above_lowest_kj_mol": 394.04,
  "multiplicity": 3,
  "total_energy_ha": -399.6688,
  "fmax_ev_per_a": 4.84,
  "lumo_energy_ev": [0.758, -3.043],
  "mol_weight_g_mol": 113.116,
  "species": ["C", "C", "C", "C", "C", "N", "O", "O", "H", "H", "H", "H", "H", "H", "H"],
  "positions_angstrom": [[-0.6105, -1.2565, -0.3746], [-0.2806, -2.2736, 0.2978], [1.4697, 0.0516, 0.4553], [-0.3454, 1.5219, 0.4570], [-0.6029, 1.0614, -0.9644], [0.6132, 0.7098, 1.1050], [1.6017, -0.1224, -0.8177], [-1.0586, -0.2882, -0.9820], [0.3755, -2.9819, -0.2557], [-0.5720, -2.5257, 1.3185], [1.9420, -0.5564, 1.1629], [-0.2324, 2.6472, 0.5455], [-1.2706, 1.3013, 1.0180], [-1.3724, 1.5427, -1.5035], [0.3432, 1.1688, -1.4620]],
  "mulliken_spin": [0.7456, -0.0616, -0.1039, 0.0012, -0.0063, 0.4873, 0.5413, 0.1286, 0.0991, 0.0731, -0.0047, 0.0372, 0.0433, 0.0020, 0.0177]
}

=====

# 2
{
  "formula": "C22H62BClN12O7P3S",
  "method": "ωB97M-V/def2-TZVPD",
  "total_charge": 1,
  "orbital_gap_ev": 5.415,
  "total_energy_ha": -3965.9081,
  "fmax_ev_per_a": 8.80,
  "lumo_energy_ev": -3.970,
  "mol_weight_g_mol": 778.069,
  "species": ["O", "S", "O", "C", "C", "N", "N", "Cl", "C", "C", "B", "O", "O", "N", "H", "H", "H", "H", "H", "H", "H", "H", "O", "P", "N", "C", "C", "N", "C", "C", "N", "C", "C", "H", "H", "H", "H", "H", "H", "H", "H", "H", "H", "H", "H", "H", "H", "H", "H", "H", "H", "O", "P", "N", "C", "C", "N", "C", "C", "N", "C", "C", "H", "H", "H", "H", "H", "H", "H", "H", "H", "H", "H", "H", "H", "H", "H", "H", "H", "H", "O", "P", "N", "C", "C", "N", "C", "C", "N", "C", "C", "H", "H", "H", "H", "H", "H", "H", "H", "H", "H", "H", "H", "H", "H", "H", "H", "H", "H"],
  "positions_angstrom": [[1.5753, -1.3341, 3.9822], [2.3289, -2.0227, 2.8851], [3.6769, -2.5653, 3.2999], [1.3989, -3.4831, 2.1524], [2.0553, -3.6855, 0.6884], [3.2318, -4.4405, 0.3627], [3.3307, -4.2176, -0.9961], [4.6110, -4.9274, -1.9058], [2.3014, -3.3773, -1.5125], [2.0322, -2.8277, -3.0017], [3.3589, -2.0504, -3.5716], [4.0989, -2.6135, -4.6752], [3.7504, -0.8305, -2.8921], [1.4285, -3.0024, -0.4340], [2.5470, -1.1373, 1.8084], [0.2804, -3.2912, 2.0439], [1.5799, -4.4426, 2.7394], [1.2217, -2.0131, -2.8815], [1.6870, -3.6964, -3.6571], [3.7937, -3.5445, -4.7566], [4.6926, -0.6967, -3.1491], [0.5996, -2.3866, -0.4398], [-1.5646, -3.0880, -4.7206], [-2.3011, -4.4427, -4.7171], [-3.3177, -4.0018, -6.0451], [-4.6781, -4.4510, -6.3109], [-2.6209, -3.8749, -7.3286], [-3.1118, -4.0565, -3.2310], [-4.4790, -3.5658, -3.1827], [-2.3196, -3.3083, -2.2503], [-3.0851, -6.0396, -4.6870], [-3.2567, -6.7295, -3.3937], [-2.2935, -6.9761, -5.5221], [-4.7239, -5.5034, -6.6187], [-5.1241, -3.8617, -7.1179], [-5.3484, -4.3136, -5.4698], [-2.5203, -4.8443, -7.8301], [-1.6174, -3.4592, -7.2029], [-3.1567, -3.1986, -8.0010], [-4.6157, -2.6637, -3.7895], [-4.7838, -3.3337, -2.1567], [-5.1799, -4.3412, -3.4968], [-2.2944, -2.2345, -2.4782], [-1.2905, -3.6793, -2.2175], [-2.7274, -3.4346, -1.2424], [-2.3244, -6.7509, -2.8214], [-3.5888, -7.7620, -3.5448], [-4.0370, -6.2745, -2.7849], [-1.3064, -7.1620, -5.0843], [-2.1363, -6.5798, -6.5271], [-2.8121, -7.9308, -5.6422], [-0.7597, 0.0037, 0.1849], [-0.9336, 1.5383, 0.1434], [-2.2346, 1.4599, -0.9937], [-2.5959, 2.4488, -2.0014], [-3.4709, 0.8761, -0.4643], [0.5637, 1.7472, -0.7090], [0.6343, 1.9493, -2.1461], [1.6366, 0.8413, -0.3148], [-1.1139, 3.3061, 0.1924], [0.0847, 4.1422, 0.3972], [-2.0292, 3.6616, 1.3057], [-3.0250, 3.3598, -1.5658], [-3.3434, 2.0392, -2.6878], [-1.7673, 2.7352, -2.6394], [-4.0778, 1.6237, 0.0585], [-3.2646, 0.0641, 0.2385], [-4.0778, 0.4471, -1.2674], [0.1342, 1.1467, -2.7012], [1.6723, 2.0044, -2.4911], [0.2131, 2.9172, -2.4221], [1.5314, -0.1446, -0.7912], [1.6460, 0.7028, 0.7703], [2.6157, 1.2477, -0.5843], [0.6765, 3.7925, 1.2480], [-0.1918, 5.1857, 0.5799], [0.7193, 4.1783, -0.4875], [-1.5867, 3.4172, 2.2772], [-2.9758, 3.1227, 1.2322], [-2.2755, 4.7263, 1.2875], [0.9847, 6.1704, 4.3499], [1.6579, 4.9103, 4.9252], [1.0080, 5.1751, 6.5073], [1.5971, 4.7979, 7.7849], [-0.4434, 4.9994, 6.6055], [3.2320, 5.6331, 4.8276], [3.8953, 6.2352, 5.9716], [3.4697, 6.4839, 3.6565], [2.4169, 3.4155, 5.5235], [3.7132, 2.9951, 4.9583], [1.4982, 2.2790, 5.2698], [1.5818, 3.7135, 7.9547], [1.0464, 5.2591, 8.6106], [2.6163, 5.1466, 7.9080], [-0.7130, 3.9474, 6.7571], [-0.9532, 5.3472, 5.7027], [-0.8537, 5.5786, 7.4381], [3.2848, 7.0159, 6.4394], [4.8550, 6.6799, 5.6878], [4.1643, 5.4753, 6.7079], [3.0511, 7.4895, 3.7905], [3.0282, 6.0430, 2.7593], [4.5412, 6.5828, 3.4583], [3.6983, 3.0049, 3.8641], [3.9711, 1.9827, 5.2878], [4.5359, 3.6175, 5.3079], [1.3765, 2.0981, 4.1954], [0.5059, 2.4673, 5.6844], [1.8640, 1.3637, 5.7427]],
  "mulliken_charge": [-0.5204, 0.9805, -0.6278, -0.6568, 0.2203, -0.7009, 0.4818, 0.0627, 0.1690, -0.5156, 0.7069, -0.5109, -0.4432, 0.3967, 0.1491, 0.3878, 0.4022, 0.0638, 0.2501, 0.3097, 0.2824, 0.1443, -0.8143, 0.8858, 0.0913, -0.7972, -1.1020, 0.3214, -1.2664, -1.2353, -0.0435, -0.8973, -1.0897, 0.2751, 0.3815, 0.1604, 0.3417, 0.2782, 0.3742, 0.3063, 0.4131, 0.3682, 0.4348, 0.2068, 0.4154, 0.3156, 0.3683, 0.2639, 0.3687, 0.2614, 0.4068, -0.7644, 0.9204, 0.2317, -0.8639, -1.2539, 0.2931, -1.3095, -0.6699, -0.0051, -0.9279, -1.0503, 0.2959, 0.3685, 0.1747, 0.3191, 0.3342, 0.3610, 0.3007, 0.4276, 0.3925, 0.1344, -0.1162, 0.5042, 0.2588, 0.3809, 0.2369, 0.3505, 0.2294, 0.4161, -0.7785, 1.1735, -0.0436, -0.8406, -1.0880, 0.1839, -1.1894, -1.0481, -0.0257, -0.9233, -1.0521, 0.2454, 0.3809, 0.1790, 0.3439, 0.2907, 0.3541, 0.2999, 0.4043, 0.3237, 0.3241, 0.2351, 0.3611, 0.3069, 0.3654, 0.2722, 0.2629, 0.2680, 0.4198]
}

=====

# 3
{
  "formula": "CH4Cl2PS",
  "method": "ωB97M-V/def2-TZVPD",
  "total_charge": 1,
  "orbital_gap_ev": 9.792,
  "e_above_lowest_kj_mol": 87.21,
  "total_energy_ha": -1700.1689,
  "fmax_ev_per_a": 7.81,
  "lumo_energy_ev": -5.621,
  "mol_weight_g_mol": 149.990,
  "species": ["C", "P", "S", "Cl", "Cl", "H", "H", "H", "H"],
  "positions_angstrom": [[-0.4164, 0.4335, 0.3792], [1.1925, -0.2344, 0.0200], [0.9556, -1.0082, -1.9508], [1.8067, -1.4915, 1.3430], [2.9707, 1.1111, 0.0009], [-0.4831, 1.0084, 1.4136], [-1.0718, -0.4329, 0.7168], [-0.8826, 0.9802, -0.2859], [1.9229, -1.8716, -1.6552]],
  "mulliken_charge": [-0.9122, 0.8112, -0.1021, -0.0283, -0.1230, 0.3470, 0.3608, 0.4151, 0.2315]
}

=====

# 4
{
  "formula": "C20H17F3N2O2",
  "method": "ωB97M-V/def2-TZVPD",
  "orbital_gap_ev": 9.018,
  "total_energy_ha": -1331.3720,
  "fmax_ev_per_a": 19.93,
  "lumo_energy_ev": 0.455,
  "mol_weight_g_mol": 374.362,
  "species": ["O", "C", "N", "C", "H", "C", "N", "C", "C", "C", "C", "C", "C", "H", "H", "H", "C", "F", "F", "F", "H", "C", "H", "C", "H", "H", "H", "H", "H", "H", "C", "C", "C", "C", "C", "C", "C", "C", "O", "H", "H", "H", "H", "H"],
  "positions_angstrom": [[-2.9858, 2.1516, -0.9022], [-1.8376, 1.8166, -1.0231], [-1.5734, 0.6121, -0.5088], [-0.1173, -0.0412, -0.4331], [0.7217, 0.5168, -1.0733], [0.3909, -0.2938, 1.1455], [-0.5167, -1.0983, 1.9500], [-0.5311, -2.5597, 1.7304], [0.7406, -3.1210, 1.9874], [0.9843, -4.3648, 2.1069], [-0.3189, -5.3220, 2.1167], [-1.4834, -4.8832, 1.8271], [-1.4084, -3.4056, 1.6082], [-2.6654, -2.9814, 1.5975], [-2.2338, -5.4691, 1.6695], [0.0719, -6.3336, 2.2684], [2.4937, -4.8438, 2.3972], [2.7902, -4.6982, 3.7446], [3.1301, -4.2340, 1.5273], [2.4332, -6.1874, 2.2756], [1.6331, -2.4763, 2.0994], [-2.0518, -0.5361, 1.9299], [-2.7996, -1.0844, 2.3612], [-2.4804, -0.2832, 0.4657], [-3.5925, 0.0845, 0.0513], [-2.5764, -1.2159, -0.2709], [-1.7242, 0.4910, 2.1750], [1.1211, -0.7087, 1.0764], [0.3856, 0.6841, 1.7194], [-0.1265, -0.9920, -0.8310], [-0.8573, 2.5162, -1.5352], [0.3821, 2.9760, -1.0004], [0.9153, 3.9711, -1.8597], [2.2090, 4.7319, -1.9191], [2.4068, 5.4391, -3.0385], [1.2992, 5.4140, -4.1308], [0.3584, 4.4985, -4.3228], [0.1215, 3.9836, -2.7665], [-0.9478, 2.9992, -2.7327], [-0.3806, 4.4259, -4.8628], [1.8200, 6.0915, -4.9601], [3.1620, 6.1042, -2.8179], [2.7829, 4.7652, -0.9670], [0.8554, 2.8605, 0.1253]],
  "mulliken_charge": [-0.6969, 0.4085, -0.1002, -0.7404, 0.3921, -1.1144, -0.0331, 0.8501, 0.0378, -0.4881, -0.5831, -1.5770, 0.4888, -0.0430, 0.6326, 0.3780, 0.9388, -0.2524, -0.1903, -0.2858, 0.1918, -1.5222, 0.5288, -0.2842, 0.3149, 0.3752, 0.5032, 0.6544, 0.3672, 0.4812, 0.7265, -0.6405, 0.6919, -0.5487, -0.4415, -0.1960, -1.0977, 0.5474, -0.3630, 0.6324, 0.2366, 0.3958, 0.3215, 0.1028]
}